Computed, not measured: a cluster of 2 separate species, C5H7N in total in a non-equilibrium geometry, with ωB97M-V with the def2-TZVPD basis set.

As for the HOMO energy: -0.315 hartree. The value obtained for the LUMO energy is 0.039 Ha. As for the energy above the lowest of the compared OMol25 structures with the same formula, charge and spin: 106.1 kcal/mol. Its structure (SMILES) is CC=C=N.C#C.

Each line ends with the Mulliken charge.
CARTESIAN COORDINATES (ANGSTROEM)
N (0.046, -1.752, -0.385)  -0.6071
C (0.157, -0.591, -0.015)  0.5984
C (-2.934, 0.960, 0.108)  -0.4034
C (-2.701, -0.218, 0.041)  -0.4219
C (0.592, 0.627, 0.135)  -0.4129
C (2.086, 0.361, -0.175)  -1.0648
H (2.528, -0.369, 0.529)  0.2623
H (2.254, -0.038, -1.184)  0.2871
H (2.588, 1.307, -0.061)  0.3294
H (-3.146, 2.005, 0.157)  0.3682
H (-2.428, -1.249, -0.039)  0.4482
H (0.701, -2.406, 0.031)  0.2688
H (0.257, 1.362, 0.857)  0.3478

Force components x, y, z for each atom (eV/Å):
0.0 0.3 -0.5
-0.6 -0.7 -0.1
0.0 -0.6 0.0
-0.2 0.6 0.0
0.6 -0.8 0.5
0.4 0.6 0.0
-0.1 0.4 -0.2
-0.2 0.3 0.2
0.6 0.2 -0.1
0.0 -0.2 0.0
-0.2 0.2 0.0
-0.4 -0.2 0.6
0.0 -0.2 -0.3

Computed, not measured: the molecule C4H8O2S2 in a non-equilibrium geometry, with ωB97M-V with the def2-TZVPD basis set.

As for the HOMO energy: -0.344 hartree. The value obtained for the LUMO energy is 0.021 Ha. As for the energy above the lowest of the compared OMol25 structures with the same formula, charge and spin: 65.7 kcal/mol. Its structure (SMILES) is C[C@@]1(S(C)(=O)=O)CS1.

Each line ends with the Mulliken charge.
CARTESIAN COORDINATES (ANGSTROEM)
S (2.733, 1.129, 0.092)  -0.1095
S (1.178, -1.336, 0.080)  1.1604
O (1.995, -1.762, -0.972)  -0.5676
O (1.418, -1.933, 1.383)  -0.6504
C (0.125, 0.944, 1.279)  -1.2401
C (1.329, 1.179, -0.986)  -0.8663
C (-0.588, -1.794, -0.461)  -1.0654
C (1.040, 0.448, 0.276)  0.6752
H (0.218, 2.077, 1.470)  0.3691
H (1.464, 0.429, -1.749)  0.3123
H (-0.894, -1.132, -1.240)  0.3724
H (0.274, 0.644, 2.379)  0.2967
H (-1.243, -1.510, 0.299)  0.4121
H (-0.969, 0.849, 0.968)  0.2603
H (-0.517, -2.840, -0.954)  0.3123
H (0.917, 2.179, -1.376)  0.3285

Force components x, y, z for each atom (eV/Å):
0.1 0.2 0.8
-3.8 -1.7 2.6
1.8 0.1 -2.4
-0.3 1.0 -0.7
-2.3 2.6 3.2
-0.5 0.6 -1.5
2.8 -0.8 -1.4
1.8 0.3 -0.9
0.2 -1.4 -1.0
0.0 0.3 -0.8
0.3 0.6 -1.0
-0.2 -0.5 -1.9
-1.1 -0.8 1.7
1.4 -0.3 0.5
-0.4 1.6 1.6
0.3 -1.7 1.2

Computed, not measured: a cluster of 4 separate species, C23H44F3I2N3O7S2Si in total in a non-equilibrium geometry, with ωB97M-V with the def2-TZVPD basis set.

As for the HOMO energy: -0.290 hartree. The value obtained for the LUMO energy is 0.014 Ha. Its structure (SMILES) is C/C(I)=C(\I)[C@]1([Si](C)(C)C)C[C@H](S)[C@H](CCOCC(F)(F)F)S(=O)(=O)O1.CN(C)C=O.CN(C)C=O.CN(C)C=O.

Each line ends with the Mulliken charge.
CARTESIAN COORDINATES (ANGSTROEM)
I (0.808, -1.673, 0.103)  0.0435
I (2.926, 2.691, 1.312)  0.0089
S (3.834, -0.456, -1.801)  -0.1743
S (3.017, 3.142, -2.398)  1.3537
Si (-0.642, 1.952, -0.624)  0.1678
F (7.992, -1.761, -4.328)  -0.2483
F (9.381, -0.183, -3.753)  -0.2604
F (9.042, -0.619, -5.872)  -0.2821
O (2.680, 4.248, -3.255)  -0.7739
O (-3.423, -4.835, 1.576)  -0.5944
O (4.227, 3.336, -1.653)  -0.6429
O (1.742, 2.937, -1.456)  -0.3295
O (6.545, 0.417, -3.575)  -0.2730
O (-3.913, 2.596, 1.033)  -0.6153
O (-1.779, -1.090, 2.044)  -0.5850
N (-3.557, -7.055, 2.042)  0.1197
N (-4.891, 4.597, 1.445)  0.1406
N (-2.491, -2.176, 3.900)  0.2616
C (-1.788, 0.515, -0.990)  -0.6321
C (-3.282, -2.157, 5.111)  -0.9478
C (-4.741, 3.448, 0.767)  0.0408
C (-1.139, 3.337, -1.802)  -1.3383
C (-2.433, -1.122, 3.069)  0.1253
C (-2.480, -6.989, 3.015)  -0.8476
C (-4.199, -8.329, 1.785)  -0.9245
C (4.565, 1.714, -4.178)  -1.3274
C (-5.893, 5.582, 1.088)  -0.9414
C (3.196, 1.732, -3.512)  -0.2206
C (5.831, 1.627, -3.303)  -0.7641
C (8.439, -0.529, -4.654)  0.9587
C (1.298, 0.729, -2.305)  -2.2347
C (1.259, 1.596, -1.069)  2.5553
C (7.311, 0.471, -4.740)  -0.7291
C (-3.926, -5.929, 1.407)  0.1101
C (1.894, -0.037, 0.852)  0.6401
C (2.680, 0.408, -2.897)  -0.4778
C (1.920, 1.142, 0.228)  -1.4453
C (-4.012, 4.853, 2.576)  -0.8637
C (-0.855, 2.405, 1.169)  -0.4457
C (-1.730, -3.371, 3.562)  -0.8335
C (2.557, -0.339, 2.168)  -1.6476
H (2.462, -1.397, 2.389)  0.4573
H (-2.744, -6.298, 3.815)  0.1992
H (-4.129, 4.070, 3.325)  0.2897
H (4.551, 0.890, -4.889)  0.4766
H (-1.567, -6.627, 2.540)  0.3059
H (-3.467, -9.052, 1.419)  0.3339
H (-4.750, -6.090, 0.691)  0.2297
H (-4.257, 5.816, 3.015)  0.3774
H (-6.579, 5.741, 1.922)  0.3446
H (-0.323, 3.306, 1.464)  0.3554
H (-3.040, -0.264, 3.407)  0.2034
H (-2.642, -2.315, 5.982)  0.3322
H (-2.061, -3.755, 2.599)  0.2449
H (-4.035, -2.948, 5.080)  0.3302
H (7.702, 1.460, -4.977)  0.3507
H (-4.978, -8.210, 1.037)  0.2876
H (-1.615, 0.002, -1.932)  0.4002
H (6.467, 2.480, -3.527)  0.4388
H (-2.305, -7.977, 3.432)  0.3891
H (-5.415, 6.531, 0.838)  0.3440
H (2.016, 0.191, 2.949)  0.3710
H (4.627, 2.616, -4.784)  0.3802
H (-5.447, 3.342, -0.074)  0.3335
H (-1.879, -4.126, 4.330)  0.3748
H (5.617, 1.598, -2.248)  0.5309
H (-0.470, 1.578, 1.767)  0.1617
H (0.825, 1.322, -3.092)  0.4809
H (-3.785, -1.198, 5.214)  0.2932
H (-2.972, 4.856, 2.248)  0.2343
H (3.610, -0.086, 2.150)  0.3923
H (-1.121, 2.908, -2.807)  0.3359
H (-1.814, -0.164, -0.143)  -0.0463
H (-2.785, 0.955, -1.050)  0.3761
H (-2.162, 3.653, -1.614)  0.3246
H (2.486, -0.248, -3.742)  0.6780
H (-4.648, -8.716, 2.702)  0.3330
H (-6.461, 5.239, 0.226)  0.2871
H (4.279, -1.394, -2.646)  0.1561
H (2.476, 1.954, -4.296)  0.5697
H (-0.668, -3.120, 3.497)  0.2529
H (-0.444, 4.169, -1.808)  0.3958
H (6.708, 0.145, -5.595)  0.2779
H (0.698, -0.168, -2.252)  0.5814
H (-1.928, 2.504, 1.350)  0.1082

Force components x, y, z for each atom (eV/Å):
0.2 -0.1 0.1
-0.2 -0.3 -0.1
0.1 -0.2 0.5
0.7 1.9 -1.0
-0.5 0.4 -0.2
0.2 0.5 -0.2
-0.3 -0.2 -0.3
-0.2 0.0 0.6
-0.5 -0.3 0.2
-0.2 -0.3 -0.1
-0.3 -0.7 0.4
0.6 -0.7 -0.5
0.5 0.3 0.2
-0.3 0.0 0.0
0.0 0.0 0.0
0.0 -0.2 0.0
-0.1 0.2 0.0
-0.1 -0.1 0.2
0.0 0.3 0.1
0.1 -0.1 -0.1
0.0 -0.1 -0.1
0.4 -0.5 -0.1
-0.1 0.2 0.0
0.0 0.1 -0.1
0.2 0.1 0.1
0.1 0.6 0.2
0.2 0.0 0.2
-0.3 -0.8 0.5
-0.1 -0.6 -0.4
0.3 -0.2 0.0
0.5 -0.3 -0.6
-0.9 0.2 0.9
-0.7 -0.6 -0.3
-0.1 0.1 -0.2
-0.1 0.2 -0.3
-0.1 0.4 -0.3
0.6 0.0 0.0
0.0 -0.1 -0.1
0.3 -0.2 -0.1
0.2 0.4 -0.2
-0.6 -0.5 -0.2
0.1 -0.1 0.0
0.0 0.0 0.0
0.0 0.0 0.0
0.0 -0.2 0.0
0.0 0.0 0.1
-0.1 -0.1 0.0
0.0 0.0 0.0
0.0 0.0 0.0
-0.1 0.0 0.0
0.0 0.1 0.0
0.0 0.0 0.0
-0.1 0.0 0.1
0.1 0.0 0.2
0.0 0.0 0.1
0.2 0.1 0.2
0.0 0.0 0.0
0.1 -0.2 0.0
0.2 0.1 0.1
0.0 0.0 0.0
-0.1 0.0 0.0
0.2 0.2 0.2
0.0 0.1 -0.1
0.0 0.0 0.0
0.0 0.0 0.1
-0.1 0.1 0.1
-0.1 -0.1 0.2
-0.3 0.1 0.0
0.0 0.0 0.0
0.0 0.0 0.1
0.1 0.3 0.1
0.0 0.0 -0.2
0.0 -0.3 -0.1
-0.1 0.2 0.0
-0.1 0.2 0.1
0.1 -0.2 -0.1
0.0 -0.1 0.0
0.0 0.0 0.0
0.0 0.2 -0.2
-0.1 0.3 0.0
0.0 -0.1 0.0
-0.1 0.2 0.1
0.0 0.1 -0.2
0.0 -0.1 0.5
0.3 0.0 0.0

Computed, not measured: the molecule C4HNO2 in a non-equilibrium geometry, with ωB97M-V with the def2-TZVPD basis set.

As for the HOMO energy (alpha / beta): -0.283 / -0.298 hartree. The value obtained for the LUMO energy (alpha / beta) is -0.051 / -0.032 Ha. As for the energy above the lowest of the compared OMol25 structures with the same formula, charge and spin: 124.6 kcal/mol.

Each line ends with the Mulliken charge.
CARTESIAN COORDINATES (ANGSTROEM)
O (0.216, 1.360, 0.026)  -0.1803
O (2.678, -1.192, 0.104)  -0.4370
N (-0.814, -0.949, -0.168)  -0.3415
C (1.472, 0.909, 0.076)  -0.8688
C (1.947, -0.281, 0.062)  0.9218
C (-1.862, -0.182, -0.036)  -0.1699
C (-0.715, 0.534, -0.138)  0.7384
H (-2.923, -0.199, 0.074)  0.3372

Force components x, y, z for each atom (eV/Å):
-1.8 0.0 -0.2
0.1 -0.6 -0.1
0.0 1.7 0.0
1.6 0.9 0.2
0.4 -0.4 0.1
0.7 0.7 -0.1
-0.3 -2.0 0.1
-0.5 -0.3 0.1

no.,E_tot (eV)
1,-6783.9121
2,-30040.9431
3,-97268.7001
4,-9741.2924